(1)
This record from the Open Molecules 2025 dataset describes a molecular structure, C6H8 in a non-equilibrium geometry. The level of theory is ωB97M-V/def2-TZVPD.

```
14
C6H8 ωB97M-V/def2-TZVPD
C 1.59 -0.36 0.32
C 0.70 0.65 -0.38
C -0.49 0.22 -1.22
C -1.46 -0.37 -0.22
C -0.94 -0.46 1.00
C 0.37 0.17 1.02
H 1.50 -1.41 0.06
H 2.56 -0.02 0.66
H 1.14 1.64 -0.55
H -0.20 -0.53 -1.97
H -0.94 1.05 -1.78
H -2.33 -0.93 -0.52
H -1.41 -0.91 1.88
H -0.10 1.28 1.69
```

**DFT total energy**: -6348.3064 eV
**Max |F|**: 6.383 eV Å⁻¹
**Net charge**: 0
**HOMO-LUMO gap**: 9.93 eV
**Lowest unoccupied orbital energy**: 1.17 eV
**HOMO**: -8.755 eV


(2)
This record from the Open Molecules 2025 dataset describes a molecular structure, C46H65F5N2OsP3SSi. The level of theory is ωB97M-V/def2-TZVPD.

```
124
C46H65F5N2OsP3SSi ωB97M-V/def2-TZVPD
Os -0.20 0.35 0.12
C -0.76 5.48 -0.77
C -0.57 3.99 -1.06
C -1.93 3.37 -1.40
P 0.22 2.92 0.25
C -0.09 3.66 1.93
C 0.48 5.05 2.23
C -1.58 3.55 2.27
C 2.03 3.01 0.01
C 2.62 4.24 -0.27
C 3.98 4.35 -0.47
C 4.78 3.22 -0.38
C 4.20 1.99 -0.11
C 2.83 1.86 0.08
Si 2.21 0.07 0.27
C 2.69 -0.89 1.82
C 4.00 -1.25 2.13
C 4.27 -2.07 3.21
C 3.24 -2.60 3.97
C 1.93 -2.23 3.70
C 1.65 -1.36 2.65
P 0.08 -0.46 2.50
C 0.37 0.82 3.85
C 0.28 0.25 5.27
C 1.75 1.47 3.68
C -1.26 -1.51 3.23
C -1.49 -2.75 2.38
C -2.52 -0.63 3.41
C 2.67 -0.98 -1.24
C 3.88 -1.68 -1.27
C 4.25 -2.42 -2.38
C 3.40 -2.48 -3.48
C 2.20 -1.79 -3.47
C 1.82 -1.04 -2.35
P 0.30 -0.03 -2.36
C 0.88 1.19 -3.67
C -0.18 2.13 -4.24
C 2.10 1.97 -3.20
C -0.92 -1.06 -3.32
C -1.05 -2.41 -2.62
C -2.28 -0.36 -3.45
H -1.17 5.95 -1.67
H 0.17 6.00 -0.54
H -1.47 5.64 0.03
H 0.10 3.89 -1.92
H -2.64 3.58 -0.60
H -1.87 2.29 -1.53
H -2.33 3.81 -2.32
H 0.45 2.97 2.57
H -0.07 5.85 1.75
H 1.53 5.12 1.94
H 0.43 5.21 3.30
H -2.17 4.31 1.76
H -1.73 3.69 3.34
H -1.97 2.56 1.99
H 2.01 5.13 -0.36
H 4.42 5.31 -0.69
H 5.85 3.29 -0.54
H 4.84 1.11 -0.06
H 4.83 -0.86 1.55
H 5.30 -2.32 3.45
H 3.45 -3.27 4.80
H 1.13 -2.64 4.31
H -0.42 1.57 3.74
H 0.97 -0.58 5.42
H -0.73 -0.07 5.54
H 0.56 1.03 5.97
H 2.53 0.80 4.05
H 1.80 2.39 4.27
H 1.99 1.71 2.64
H -0.92 -1.83 4.22
H -1.58 -2.50 1.32
H -2.40 -3.28 2.70
H -0.66 -3.44 2.47
H -2.50 0.24 2.75
H -2.60 -0.26 4.43
H -3.42 -1.22 3.22
H 4.54 -1.65 -0.42
H 5.18 -2.97 -2.39
H 3.68 -3.06 -4.35
H 1.56 -1.84 -4.35
H 1.21 0.51 -4.47
H -0.77 2.60 -3.45
H -0.85 1.64 -4.93
H 0.33 2.93 -4.80
H 1.83 2.69 -2.43
H 2.53 2.52 -4.04
H 2.88 1.32 -2.79
H -0.51 -1.20 -4.32
H -1.19 -2.27 -1.55
H -0.15 -3.00 -2.76
H -1.89 -2.97 -3.02
H -2.61 0.00 -2.47
H -3.01 -1.07 -3.84
H -2.25 0.48 -4.13
N -6.01 -0.83 -0.37
C -5.07 -1.90 0.12
C -3.67 -1.59 -0.39
N -3.18 -0.28 0.03
C -4.13 0.78 -0.33
C -5.57 0.51 0.13
H -6.97 -1.03 -0.06
H -6.01 -0.83 -1.39
H -5.41 -2.87 -0.23
H -5.10 -1.89 1.21
H -3.67 -1.63 -1.49
H -3.00 -2.38 -0.04
H -3.09 -0.29 1.05
H -4.12 0.91 -1.42
H -3.80 1.72 0.11
H -6.23 1.28 -0.25
H -5.64 0.51 1.22
F 0.35 -8.14 -3.06
C 0.51 -7.08 -2.31
C 1.79 -6.59 -2.06
F 2.85 -7.18 -2.60
C 1.95 -5.47 -1.27
F 3.17 -5.03 -1.01
C 0.85 -4.78 -0.73
S 1.07 -3.36 0.20
C -0.43 -5.31 -1.00
F -1.51 -4.68 -0.52
C -0.60 -6.44 -1.76
F -1.82 -6.90 -2.00
```

**DFT total energy**: -114347.2357 eV
**Max |F|**: 0.857 eV Å⁻¹
**Net charge**: +3
**2S+1**: 5
**<S²>**: 6.04
**HOMO-LUMO gap (spin up / spin down)**: 7.16 / 6.18 eV
**Lowest unoccupied orbital energy (spin up / spin down)**: -7.70 / -9.23 eV
**HOMO (spin up / spin down)**: -14.863 / -15.412 eV